[1]
81
Properties=species:S:1:pos:R:3:lowdin_spin:R:1 method="wB97M-V/def2-TZVPD" charge=0 spin_multiplicity=6 total_energy_ev=-148730.39324 relative_energy_kj_mol=34.0 e_homo_ev="-9.55 / -9.75"
Fe 1.867 -0.405 -0.289 4.267
O 5.608 -0.371 4.062 0.001
C 4.452 0.059 4.539 0.000
O 4.336 0.518 5.645 0.000
C 3.266 -0.027 3.638 0.001
C 2.022 0.460 3.990 0.005
N 1.195 0.221 2.962 0.005
N 1.818 -0.401 1.958 0.046
C 3.083 -0.543 2.342 0.004
C 4.055 -1.063 1.321 0.013
O 5.232 -1.220 1.603 0.015
O 3.518 -1.294 0.172 0.134
H 5.537 -0.694 3.128 0.000
H 1.702 0.950 4.894 0.001
H 0.242 0.540 2.843 0.000
O 3.649 -1.176 -3.349 0.002
P 2.574 -0.033 -3.087 0.014
O 2.171 0.699 -4.278 0.008
O 1.554 -0.739 -2.151 0.140
O 3.324 0.855 -1.937 0.021
P 2.776 2.173 -1.157 0.012
O 4.077 3.002 -0.834 0.005
O 1.782 2.962 -1.877 0.004
O 2.319 1.435 0.137 0.137
H 4.115 -1.037 -4.183 0.000
H 4.709 2.552 -0.260 0.000
F -5.499 -4.441 -0.741 0.000
C -5.784 -3.151 -0.521 0.000
F -6.441 -3.081 0.652 0.000
F -6.644 -2.758 -1.475 0.000
C -4.554 -2.286 -0.504 0.000
C -3.297 -2.832 -0.684 0.000
C -2.179 -2.006 -0.636 0.001
C -2.315 -0.646 -0.408 0.011
C -3.598 -0.101 -0.275 0.003
C -4.710 -0.916 -0.311 0.001
P -0.849 0.422 -0.446 0.056
C -1.084 1.358 -1.981 0.005
C -1.352 2.721 -2.031 0.004
C -1.499 3.353 -3.254 0.000
C -1.382 2.622 -4.425 0.003
C -1.112 1.263 -4.386 0.000
C -0.964 0.633 -3.165 0.003
C -1.604 3.297 -5.749 0.000
F -2.896 3.200 -6.130 0.000
F -1.311 4.606 -5.707 0.000
F -0.870 2.749 -6.727 0.000
C -1.057 1.566 0.948 0.003
C -0.207 2.674 1.035 0.003
C -0.173 3.436 2.189 -0.001
C -0.964 3.090 3.279 0.003
C -1.802 1.990 3.213 0.000
C -1.848 1.231 2.050 0.003
C -0.865 3.911 4.534 0.000
F 0.346 3.778 5.108 0.000
F -1.779 3.548 5.446 0.000
F -1.038 5.217 4.282 0.000
H -3.181 -3.893 -0.860 0.000
H -1.201 -2.434 -0.804 0.000
H -3.721 0.966 -0.142 0.000
H -5.701 -0.495 -0.197 0.000
H -1.438 3.312 -1.130 0.000
H -1.687 4.417 -3.292 0.000
H -0.993 0.705 -5.304 0.000
H -0.719 -0.421 -3.139 0.000
H 0.449 2.929 0.211 0.000
H 0.485 4.294 2.244 0.000
H -2.423 1.723 4.057 0.000
H -2.504 0.372 2.019 0.000
N 0.481 -7.801 0.781 -0.001
C 0.635 -6.676 0.614 0.000
C 0.817 -5.268 0.402 -0.001
C 1.484 -4.805 -0.725 0.002
C 1.630 -3.438 -0.887 0.002
N 1.145 -2.555 -0.015 0.055
C 0.509 -3.006 1.068 0.003
C 0.318 -4.352 1.323 0.002
H 1.889 -5.487 -1.459 0.000
H 2.149 -3.025 -1.742 0.000
H 0.127 -2.260 1.749 0.000
H -0.202 -4.674 2.212 0.000

---

[2]
73
Properties=species:S:1:pos:R:3:mulliken_charge:R:1 method="wB97M-V/def2-TZVPD" charge=-2 total_energy_ev=-241879.59530 relative_energy_kj_mol=358.2 e_homo_ev=-2.26
Sc -12.156 -7.291 16.040 0.277
Br -5.853 -10.996 19.008 -0.269
C -7.434 -10.313 18.282 -0.016
C -8.201 -11.131 17.342 -0.252
C -9.388 -10.721 16.896 -0.972
C -9.832 -9.284 17.101 0.791
O -10.911 -8.808 16.655 0.126
C -9.103 -8.474 18.132 0.017
C -9.754 -7.434 18.747 -0.431
N -10.751 -6.718 18.117 0.332
C -10.924 -5.442 18.621 1.010
C -10.124 -4.846 19.639 -1.067
C -10.387 -3.557 20.141 -0.704
C -11.430 -2.816 19.575 -1.054
C -12.259 -3.352 18.502 0.736
C -13.353 -2.651 17.953 -0.692
C -14.167 -3.404 17.074 -0.799
C -13.946 -4.745 16.830 -0.104
N -12.787 -5.302 17.199 0.448
C -11.955 -4.706 17.997 0.083
C -7.912 -9.093 18.688 -0.592
H -7.696 -12.090 17.147 0.348
H -10.001 -11.253 16.114 0.388
H -9.461 -7.128 19.780 0.312
H -9.304 -5.348 20.032 0.440
H -9.719 -3.220 20.955 0.331
H -11.705 -1.978 20.153 0.348
H -13.602 -1.631 18.292 0.385
H -15.021 -2.907 16.584 0.318
H -14.686 -5.382 16.278 0.324
H -7.344 -8.595 19.432 0.471
Br -12.774 -12.590 6.085 -0.238
C -11.979 -11.422 7.246 0.292
C -11.949 -10.034 6.988 -0.490
C -11.275 -9.194 7.815 -0.203
C -10.891 -9.670 9.119 0.057
C -10.931 -11.103 9.450 -0.454
C -11.490 -11.958 8.474 -0.325
N -10.408 -8.795 10.048 -0.208
N -11.019 -7.607 9.992 -0.285
C -10.859 -6.650 10.960 -0.139
C -11.989 -5.937 11.413 -1.345
C -12.090 -5.695 12.774 -0.139
C -10.980 -5.881 13.620 0.226
O -11.049 -5.835 14.910 -0.775
C -9.670 -6.033 12.967 0.517
N -8.574 -5.727 13.731 -0.595
C -7.389 -5.914 13.120 -0.421
C -7.239 -6.340 11.816 -0.653
C -8.385 -6.575 11.047 -0.444
C -9.630 -6.441 11.615 1.079
H -12.444 -9.677 6.071 0.315
H -11.033 -8.159 7.703 0.450
H -10.606 -11.409 10.448 0.468
H -11.625 -13.090 8.594 0.247
H -12.831 -5.799 10.798 0.475
H -13.045 -5.458 13.182 0.488
H -6.558 -5.735 13.773 0.462
H -6.242 -6.591 11.484 0.355
H -8.309 -6.782 10.029 0.499
O -15.468 -9.088 15.777 -0.778
S -14.775 -7.915 16.347 1.228
O -15.641 -6.967 17.066 -0.706
O -13.625 -8.405 17.207 -0.567
O -13.982 -7.103 15.202 -0.415
C -13.664 -10.374 13.321 -0.703
S -11.872 -10.099 13.895 1.021
O -11.855 -8.634 14.207 -0.246
O -11.055 -10.268 12.647 -0.571
O -11.713 -10.894 15.075 -0.719
H -13.920 -9.760 12.447 0.230
H -14.204 -10.052 14.233 0.148
H -13.823 -11.476 13.182 0.331

---

[3]
66
Properties=species:S:1:pos:R:3:lowdin_spin:R:1 method="wB97M-V/def2-TZVPD" charge=+1 spin_multiplicity=5 total_energy_ev=-85263.12126 e_homo_ev="-10.90 / -11.55"
Pt -0.073 -0.593 -0.010 1.498
Cl -4.370 -5.377 2.755 0.039
C -3.065 -4.309 2.498 0.104
C -3.057 -3.478 1.400 -0.001
C -1.996 -2.586 1.194 0.145
N -1.913 -1.725 0.166 0.270
C -2.843 -1.593 -0.828 0.034
O -3.572 -2.459 -1.257 0.063
C -2.937 -0.158 -1.263 0.017
C -3.939 0.245 -2.136 0.006
C -4.137 1.600 -2.338 0.000
C -3.366 2.500 -1.619 0.010
C -2.376 2.011 -0.775 0.008
N -2.153 0.717 -0.628 0.157
C -0.903 -2.543 2.138 0.144
C -0.915 -3.444 3.219 0.020
C -1.980 -4.293 3.415 0.083
Cl -2.028 -5.320 4.775 0.028
N 0.068 -1.643 1.964 0.428
C 1.424 -1.943 2.095 0.035
O 2.145 -1.589 2.981 0.042
C 1.845 -2.767 0.896 0.021
C 3.009 -3.520 0.863 0.006
C 3.282 -4.235 -0.293 0.000
C 2.372 -4.220 -1.338 0.007
C 1.234 -3.435 -1.220 0.017
N 0.999 -2.720 -0.136 0.165
H -3.868 -3.508 0.687 -0.001
H -4.543 -0.505 -2.619 0.001
H -4.896 1.947 -3.020 0.000
H -3.508 3.563 -1.719 0.001
H -1.776 2.683 -0.177 0.001
H -0.097 -3.427 3.924 -0.001
H 3.681 -3.505 1.706 0.001
H 4.198 -4.796 -0.381 0.000
H 2.540 -4.789 -2.237 0.001
H 0.492 -3.393 -2.007 0.002
O 4.466 -0.482 -1.005 0.039
C 3.346 -0.110 -0.763 0.020
O 2.533 -0.497 0.122 0.298
C 2.699 1.028 -1.636 0.019
P 1.153 1.305 -0.709 0.170
C 1.563 2.022 0.903 0.015
C 0.580 1.894 1.887 0.010
C 0.824 2.334 3.173 0.001
C 2.057 2.884 3.486 0.002
C 3.039 3.001 2.515 0.001
C 2.801 2.568 1.222 0.003
C 0.377 2.622 -1.695 0.032
C -0.306 2.251 -2.852 0.009
C -0.894 3.215 -3.651 0.000
C -0.816 4.549 -3.281 0.006
C -0.130 4.922 -2.133 0.001
C 0.471 3.963 -1.336 0.010
H 2.525 0.664 -2.653 0.002
H 3.304 1.937 -1.712 0.001
H -0.376 1.431 1.630 0.004
H 0.065 2.225 3.932 0.000
H 2.261 3.194 4.498 0.000
H 4.005 3.410 2.770 0.000
H 3.588 2.631 0.486 0.000
H -0.379 1.202 -3.113 0.003
H -1.410 2.937 -4.558 0.000
H -1.289 5.300 -3.895 0.000
H -0.054 5.965 -1.865 0.000
H 1.015 4.244 -0.442 0.000